The following is a DFT calculation (wB97M-V/def2-TZVPD) of a structure of composition C15H18FeNO3 at a distorted geometry.

Values from the calculation:
⟨S²⟩	6.08
Kohn-Sham gap (alpha / beta)	6.69 / 5.02	eV
total charge	+1
calculated total energy	-57853.5167	eV
2S+1	5
LUMO (alpha / beta)	-2.8 / -7.0	eV

```
38
Properties=species:S:1:pos:R:3:forces:R:3
O 2.84263 3.23484 0.45224 -2.7 -1.1 -0.9
C 1.91824 2.54478 0.27649 4.8 3.5 1.3
Fe 1.00103 1.09767 0.36460 -2.7 -2.4 -2.1
C 2.39376 0.07661 0.06839 4.3 -1.5 0.9
O 3.40266 -0.50173 0.06452 -2.7 1.1 -0.4
C 1.10062 0.82792 2.09278 2.0 0.1 4.3
O 1.53810 0.71506 3.16626 -1.5 0.0 -2.3
C -1.91880 -1.50046 -0.36230 -1.6 2.3 1.4
C -2.46701 -0.48154 0.44310 -0.4 -2.8 -1.1
C -1.81927 0.68847 0.84521 0.4 2.0 1.2
C -1.04032 1.57379 0.03701 -1.2 0.4 0.1
C -0.40057 1.17946 -1.17077 -0.9 -0.4 -0.2
C 0.09802 -0.16412 -1.21266 -0.4 -0.6 -1.1
C -0.58845 -1.36355 -0.78138 2.6 0.0 -0.7
H -2.48923 -2.37604 -0.67387 0.1 0.4 -0.1
H -3.45389 -0.64426 0.89712 0.1 0.1 -0.3
H -2.09231 1.09192 1.84450 0.0 -0.2 -0.9
H -1.21549 2.64239 0.26278 0.3 -0.6 -0.3
H -0.20385 1.90346 -1.97593 0.3 -0.4 0.7
H 0.90985 -0.37268 -1.93826 -0.6 0.2 0.3
H 0.00870 -2.28825 -0.79302 -0.2 0.4 -0.4
C -2.42859 -4.81252 3.83634 -0.2 0.1 -0.2
C -2.64560 -3.32445 4.10500 0.6 -0.1 -0.1
C -3.11287 -2.54712 2.86745 -0.2 0.8 0.6
N -2.68919 -2.99498 1.54553 -1.4 -1.6 1.2
C -2.03252 -4.28282 1.37010 0.5 -0.5 -0.6
C -1.53369 -5.02011 2.61929 0.2 0.5 0.2
H -1.98635 -5.29251 4.71088 0.0 0.1 -0.1
H -3.39892 -5.29006 3.66562 0.0 0.0 0.0
H -3.40210 -3.19704 4.88871 0.2 0.1 -0.2
H -1.71890 -2.86864 4.47843 -0.1 -0.2 -0.1
H -4.21586 -2.49058 2.87900 0.3 -0.1 -0.4
H -2.76679 -1.50968 2.94987 -0.2 -0.1 0.1
H -3.44844 -2.88060 0.87696 0.4 0.3 0.0
H -2.70958 -4.95059 0.80602 0.0 0.5 0.1
H -1.19159 -4.08317 0.69081 -0.1 -0.2 0.0
H -0.51464 -4.67701 2.83939 -0.2 -0.1 0.1
H -1.48177 -6.08607 2.37220 0.1 0.2 -0.1
```
Positions in Å, forces in eV/Å.

Atom charges from the natural (NBO) analysis, given in e for atoms 1 to 8: -0.4516, 0.5456, -0.0682, 0.6121, -0.4501, 0.5508, -0.4646, -0.2453